# 1
Computed, not measured: C17H9BrCl2MgN4O7S as an isolated structure, with ωB97M-V/def2-TZVPD.

Properties
HOMO   -0.285 Eh
Kohn-Sham gap   0.21100 Eh

Last column: natural (NBO) charge in e.
CARTESIAN COORDINATES (ANGSTROEM)
Mg -0.32 0.43 0.48  1.672
Cl 1.26 2.17 -0.17  -0.028
C 0.40 3.21 -1.23  -0.142
C 1.10 4.23 -1.84  -0.210
C 0.46 5.09 -2.72  -0.231
C -0.89 4.92 -2.97  -0.205
C -1.59 3.90 -2.35  -0.105
Cl -3.27 3.71 -2.68  0.034
C -0.97 3.00 -1.45  -0.087
S -1.93 1.78 -0.69  -0.498
H 2.16 4.35 -1.64  0.223
H 1.00 5.89 -3.19  0.222
H -1.41 5.58 -3.65  0.230
O 4.25 -4.56 -1.94  -0.378
N 3.09 -4.84 -2.13  0.536
O 2.69 -5.82 -2.72  -0.369
C 2.10 -3.92 -1.61  -0.061
C 2.52 -2.83 -0.87  -0.074
C 1.57 -1.96 -0.35  -0.136
C 0.16 -2.13 -0.57  0.526
O -0.68 -1.26 -0.22  -0.804
C -0.20 -3.30 -1.31  -0.090
C 0.74 -4.15 -1.84  -0.085
N -1.60 -3.60 -1.49  0.532
O -1.92 -4.18 -2.50  -0.370
O -2.35 -3.27 -0.60  -0.350
N 2.01 -0.85 0.36  0.530
O 3.09 -0.36 0.11  -0.307
O 1.27 -0.37 1.24  -0.563
H 3.57 -2.66 -0.69  0.275
H 0.43 -5.01 -2.43  0.281
Br -2.28 0.72 6.87  0.110
C -1.81 0.66 5.04  -0.031
C -1.30 1.79 4.41  -0.265
C -0.96 1.68 3.07  0.070
N -1.10 0.56 2.38  -0.585
C -1.59 -0.51 2.98  0.071
C -1.96 -0.52 4.32  -0.273
H -1.16 2.71 4.94  0.244
H -0.55 2.53 2.54  0.218
H -1.70 -1.40 2.37  0.226
H -2.35 -1.41 4.78  0.246



# 2
Computed, not measured: C35H26Cl2MnN4O2PSTe as an isolated structure, with ωB97M-V/def2-TZVPD.

Properties
2S+1   5
HOMO (alpha / beta)   -0.247 / -0.252 Eh
Kohn-Sham gap (alpha / beta)   0.22759 / 0.16251 Eh

Last column: Mulliken charge in e.
CARTESIAN COORDINATES (ANGSTROEM)
Mn -18.10 13.59 3.19  0.060
Cl -22.95 15.66 -0.94  -0.226
C -22.02 15.42 0.50  0.171
C -20.76 14.81 0.35  -0.737
C -20.08 14.44 1.50  0.247
N -18.80 14.02 1.42  -0.057
C -17.81 14.28 0.44  0.204
O -18.00 14.70 -0.71  -0.701
C -16.53 13.66 0.87  0.422
C -15.55 13.30 -0.06  -0.569
C -14.28 12.96 0.47  -0.397
C -14.20 12.73 1.84  -0.844
C -15.21 12.97 2.69  0.305
N -16.37 13.49 2.21  0.074
C -20.63 14.57 2.78  0.641
C -21.82 15.35 2.88  -0.657
C -22.52 15.71 1.75  -0.047
Cl -24.17 16.38 1.79  -0.236
N -19.91 14.00 3.77  0.095
C -20.37 13.96 5.12  -0.051
O -21.51 14.21 5.45  -0.695
C -19.14 13.74 5.96  0.736
C -19.32 13.86 7.35  -0.816
C -18.20 13.85 8.17  -0.330
C -16.92 13.75 7.57  -0.932
C -16.84 13.53 6.16  -0.044
N -17.93 13.65 5.39  0.093
H -20.39 14.56 -0.65  0.437
H -15.68 13.54 -1.14  0.404
H -13.42 12.89 -0.18  0.457
H -13.22 12.46 2.30  0.311
H -15.09 12.82 3.77  0.368
H -22.19 15.63 3.88  0.452
H -20.32 14.00 7.72  0.520
H -18.27 14.00 9.28  0.392
H -16.01 13.89 8.12  0.550
H -15.90 13.22 5.73  0.410
C -15.65 8.99 3.41  -1.458
P -16.77 10.16 4.35  1.057
C -16.53 9.75 6.12  0.466
C -17.60 9.58 6.97  -0.329
C -17.42 9.10 8.31  -0.881
C -16.19 8.83 8.78  -0.368
C -15.06 8.96 7.94  -0.641
C -15.25 9.51 6.62  -0.451
C -18.24 9.11 4.07  0.134
C -18.42 7.83 4.70  -0.316
C -19.57 7.11 4.40  -0.727
C -20.40 7.47 3.32  -0.424
C -20.20 8.66 2.70  -0.464
C -19.14 9.51 3.09  -0.260
H -15.53 8.03 3.91  0.449
H -14.67 9.55 3.35  0.367
H -16.07 8.73 2.42  0.432
H -18.63 9.89 6.67  0.419
H -18.23 9.15 9.00  0.396
H -16.17 8.60 9.84  0.355
H -14.04 8.62 8.23  0.352
H -14.36 9.65 5.98  0.346
H -17.68 7.49 5.43  0.431
H -19.81 6.13 4.89  0.307
H -21.15 6.75 2.86  0.287
H -20.76 8.93 1.78  0.341
H -19.08 10.52 2.64  0.180
Te -13.09 16.53 3.95  0.224
C -12.38 15.30 5.41  -0.127
C -11.94 15.67 6.71  -0.408
C -11.51 14.56 7.48  -0.503
C -11.61 13.40 6.74  -0.389
S -12.11 13.62 5.12  -0.039
H -12.04 16.67 7.09  0.422
H -11.25 14.60 8.53  0.391
H -11.24 12.45 7.09  0.422